[1]
The following is a quantum chemistry calculation of a cluster of 3 separate species, C5H13NO2 in total, from OMol25.

The geometry in XYZ format:
```
21
C5H13NO2, DFT the ωB97M-V functional and the def2-TZVPD basis
C -2.068 2.892 -1.891
C -1.718 1.598 -1.822
C -0.808 0.997 -0.868
C 0.319 0.308 -1.246
C 1.222 -0.442 -0.319
N 0.506 -1.533 0.364
H -2.668 3.348 -2.742
H -1.567 3.600 -1.259
H -2.365 0.801 -2.392
H -1.061 1.181 0.095
H 0.374 0.167 -2.332
H 2.102 -0.898 -0.711
H 1.591 0.326 0.273
H -0.229 -1.097 0.957
H 0.113 -2.234 -0.235
O -1.385 -0.225 2.211
H -1.653 -1.018 2.679
H -2.200 0.028 1.821
O 4.145 -2.823 2.586
H 3.724 -2.892 1.783
H 3.626 -2.083 3.049
```

Computed properties:
E_tot   -10978.281 eV
LUMO   0.5 eV
ΔE to the lowest compared entry with this formula, charge and spin   3.598 eV
Multiplicity   1
E_HOMO   -8.58 eV
Gap between HOMO and LUMO   9.106 eV

Quick look at the Löwdin charges, all values in e:
1. C -0.01
2. C -0.22
3. C -0.14
4. C -0.07
5. C -0.28
6. N 0.00
7. H 0.07
8. H 0.05
9. H 0.13
10. H 0.06
11. H 0.10
12. H 0.09
13. H 0.09
14. H 0.03
15. H 0.06
16. O -0.04
17. H 0.06
18. H 0.03
19. O -0.06
20. H -0.04
21. H 0.08

[2]
The following is a quantum chemistry calculation of a structure of composition C6H15BBeCl13, from OMol25.

The geometry in XYZ format:
```
36
C6H15BBeCl13, DFT the ωB97M-V functional and the def2-TZVPD basis
Be -1.178 3.954 0.062
B -0.475 0.793 -0.071
H -0.308 -0.240 -0.335
H 0.031 1.452 -0.759
H -1.519 1.061 -0.130
H -0.155 1.016 0.935
C -3.490 -2.397 1.798
Cl -2.399 -2.236 3.229
Cl -5.115 -2.334 2.249
Cl -3.180 -3.930 0.950
H -3.232 -1.671 1.027
C 3.140 1.523 3.238
Cl 2.750 2.952 2.355
Cl 3.929 1.920 4.775
H 2.223 0.971 3.442
H 3.793 0.836 2.699
C -7.197 2.346 -0.310
Cl -7.608 2.649 1.317
Cl -5.434 2.739 -0.464
H -7.244 1.281 -0.536
H -7.848 2.850 -1.025
C 3.776 2.371 -2.352
Cl 2.862 3.959 -2.394
Cl 5.177 2.407 -1.216
H 3.104 1.540 -2.135
H 4.221 2.218 -3.336
C 1.775 -2.713 -4.305
Cl 3.458 -3.315 -3.988
Cl 1.612 -1.071 -4.888
H 1.314 -3.262 -5.127
H 1.267 -2.802 -3.345
C 2.246 -2.979 1.676
Cl 2.611 -2.959 3.378
Cl 3.710 -2.695 0.667
H 1.925 -3.989 1.421
H 1.459 -2.246 1.496
```

Computed properties:
E_tot   -170315.829 eV
Net charge   +1
LUMO   -10.5 eV
ΔE to the lowest compared entry with this formula, charge and spin   6.159 eV
Multiplicity   1
E_HOMO   -12.85 eV
Gap between HOMO and LUMO   2.346 eV

Quick look at the Löwdin charges, all values in e:
1. Be 1.16
2. B -0.23
3. H 0.03
4. H -0.03
5. H -0.03
6. H -0.04
7. C -1.59
8. Cl 0.49
9. Cl 0.60
10. Cl 0.51
11. H 0.00
12. C -1.06
13. Cl 0.54
14. Cl 0.54
15. H 0.03
16. H 0.04
17. C -1.03
18. Cl 0.56
19. Cl 0.40
20. H 0.03
21. H 0.05
22. C -0.93
23. Cl 0.42
24. Cl 0.49
25. H 0.02
26. H 0.03
27. C -1.01
28. Cl 0.47
29. Cl 0.50
30. H 0.02
31. H 0.02
32. C -1.03
33. Cl 0.53
34. Cl 0.47
35. H 0.03
36. H 0.02

[3]
The following is a quantum chemistry calculation of a cluster of 2 separate species, C4H10O3 in total, from OMol25.

The geometry in XYZ format:
```
17
C4H10O3, DFT the ωB97M-V functional and the def2-TZVPD basis
O -0.229 -1.744 -1.603
C 0.391 -1.840 -0.584
C 0.891 -0.670 0.228
C 1.031 0.588 -0.719
C -0.235 1.296 -1.130
O 0.129 2.449 -1.958
H 0.489 -2.861 -0.170
H 1.860 -0.903 0.657
H 0.108 -0.464 0.962
H 1.600 1.319 -0.142
H 1.543 0.194 -1.593
H -0.842 0.686 -1.799
H -0.944 1.582 -0.356
H 0.185 2.021 -2.807
O -2.048 -0.173 3.626
H -2.647 -0.885 3.406
H -1.281 -0.595 3.982
```

Computed properties:
E_tot   -10451.553 eV
LUMO   0.6 eV
ΔE to the lowest compared entry with this formula, charge and spin   1.691 eV
Multiplicity   1
E_HOMO   -9.94 eV
Gap between HOMO and LUMO   10.522 eV

Quick look at the Löwdin charges, all values in e:
1. O 0.05
2. C -0.27
3. C -0.13
4. C -0.17
5. C -0.25
6. O -0.08
7. H 0.12
8. H 0.11
9. H 0.11
10. H 0.11
11. H 0.11
12. H 0.10
13. H 0.12
14. H 0.07
15. O -0.04
16. H 0.03
17. H 0.01

[4]
The following is a quantum chemistry calculation of a cluster of 2 separate species, CH5N3O3S in total, from OMol25.

The geometry in XYZ format:
```
13
CH5N3O3S, DFT the ωB97M-V functional and the def2-TZVPD basis
C -0.926 1.908 -0.197
N -2.517 0.771 1.230
N 1.353 -1.976 -1.205
N -1.825 1.664 0.515
O -0.086 2.202 -0.972
O 0.143 -0.876 0.578
O 2.552 -0.143 0.290
S 1.114 -0.507 -0.425
H -2.860 1.196 2.181
H -1.894 -0.018 1.404
H 1.185 -1.976 -2.210
H 0.718 -2.734 -0.896
H 3.044 0.488 -0.292
```

Computed properties:
⟨S²⟩   2.0067
E_tot   -22558.190 eV
LUMO (spin up / spin down)   0.6 / -3.1 eV
ΔE to the lowest compared entry with this formula, charge and spin   0.239 eV
Multiplicity   3
E_HOMO (spin up / spin down)   -4.22 / -9.04 eV
Gap between HOMO and LUMO (spin up / spin down)   4.800 / 5.916 eV

Quick look at the Löwdin charges, all values in e:
1. C -0.37
2. N 0.01
3. N -0.16
4. N 0.01
5. O 0.06
6. O -0.37
7. O -0.29
8. S 0.74
9. H 0.14
10. H 0.06
11. H 0.05
12. H 0.04
13. H 0.07

[5]
The following is a quantum chemistry calculation of a structure of composition C28H29B2Cl2F4N6O2SiTl, from OMol25.

The geometry in XYZ format:
```
75
C28H29B2Cl2F4N6O2SiTl, DFT the ωB97M-V functional and the def2-TZVPD basis
Tl -0.120 0.017 0.035
N -4.804 -7.868 5.246
C -4.265 -7.039 4.657
C -3.590 -6.001 3.919
C -4.151 -4.727 3.836
C -3.507 -3.735 3.117
C -2.297 -3.999 2.480
C -1.739 -5.272 2.571
C -2.379 -6.272 3.283
C -1.617 -2.926 1.698
C -0.432 -2.441 2.226
C 0.215 -2.906 3.417
C 1.385 -2.210 3.538
C 1.439 -1.320 2.430
N 0.373 -1.445 1.668
C -2.266 -2.559 0.503
C -3.418 -3.173 -0.063
C -3.661 -2.528 -1.261
C -2.658 -1.541 -1.380
N -1.831 -1.564 -0.345
H -5.087 -4.521 4.339
H -3.932 -2.740 3.049
H -0.797 -5.469 2.073
H -1.949 -7.262 3.351
H -0.165 -3.667 4.081
H 2.137 -2.300 4.306
H 2.213 -0.609 2.182
H -3.975 -3.995 0.360
H -4.454 -2.725 -1.967
H -2.517 -0.826 -2.181
C 0.821 -2.844 -2.361
C 0.723 -1.480 -2.976
C 0.967 -1.242 -4.318
C 0.827 0.062 -4.796
C 0.432 1.089 -3.972
C 0.167 0.800 -2.610
N 0.349 -0.477 -2.179
N -0.249 1.626 -1.646
Si -0.776 3.250 -1.811
C 0.510 4.418 -2.512
C -2.284 3.308 -2.943
C -1.294 3.912 -0.142
H -0.118 -3.384 -2.518
H 1.000 -2.768 -1.290
H 1.642 -3.406 -2.801
H 1.290 -2.046 -4.966
H 1.044 0.274 -5.837
H 0.339 2.104 -4.334
H 0.805 4.174 -3.539
H 1.401 4.376 -1.882
H 0.117 5.441 -2.506
H -2.069 2.917 -3.943
H -2.654 4.335 -3.050
H -3.086 2.702 -2.509
H -0.584 3.612 0.632
H -2.280 3.549 0.160
H -1.316 5.006 -0.176
B -4.112 1.239 2.663
C -2.744 1.054 1.896
N -1.751 0.914 1.324
H -4.983 1.297 1.814
H -4.065 2.260 3.321
H -4.261 0.261 3.379
F 2.472 -1.103 -0.330
B 3.459 -2.136 -0.365
F 3.823 -2.372 -1.707
F 2.888 -3.309 0.188
F 4.572 -1.739 0.393
Cl 2.658 4.807 2.485
C 1.872 3.212 2.497
Cl 2.667 2.144 3.682
C 1.785 2.554 1.080
O 2.173 3.186 0.115
O 1.301 1.385 1.167
H 0.858 3.363 2.849
```

Computed properties:
E_tot   -92392.264 eV
Net charge   -2
LUMO   3.5 eV
ΔE to the lowest compared entry with this formula, charge and spin   0.279 eV
Multiplicity   1
E_HOMO   -3.17 eV
Gap between HOMO and LUMO   6.683 eV

Quick look at the Löwdin charges, all values in e:
1. Tl 0.99
2. N 0.13
3. C -0.20
4. C -0.24
5. C -0.02
6. C 0.00
7. C -0.18
8. C -0.01
9. C -0.03
10. C -0.04
11. C -0.22
12. C -0.02
13. C -0.04
14. C -0.11
15. N 0.02
16. C -0.26
17. C -0.04
18. C -0.09
19. C -0.16
20. N 0.00
21. H 0.12
22. H 0.13
23. H 0.13
24. H 0.11
25. H 0.10
26. H 0.09
27. H 0.10
28. H 0.10
29. H 0.08
30. H 0.11
31. C -0.02
32. C -0.30
33. C -0.06
34. C -0.09
35. C -0.03
36. C -0.44
37. N 0.06
38. N -0.06
39. Si 0.38
40. C -0.17
41. C -0.18
42. C -0.15
43. H 0.08
44. H 0.06
45. H 0.09
46. H 0.10
47. H 0.10
48. H 0.08
49. H 0.01
50. H 0.02
51. H 0.02
52. H 0.01
53. H 0.02
54. H 0.03
55. H 0.01
56. H 0.03
57. H 0.03
58. B -0.44
59. C -0.19
60. N 0.09
61. H -0.01
62. H -0.01
63. H -0.02
64. F 0.05
65. B -1.24
66. F 0.09
67. F 0.08
68. F 0.09
69. Cl 0.55
70. C -0.99
71. Cl 0.57
72. C -0.76
73. O 0.01
74. O -0.15
75. H 0.06

[6]
The following is a quantum chemistry calculation of a cluster of 2 separate species, C11H10FN2O4S in total, from OMol25.

The geometry in XYZ format:
```
29
C11H10FN2O4S, DFT the ωB97M-V functional and the def2-TZVPD basis
O 5.719 0.032 -1.086
S 5.176 1.095 -1.847
O 5.626 1.143 -3.182
F 5.326 2.456 -1.155
C 3.398 0.795 -1.801
C 2.533 1.793 -1.523
C 1.175 1.470 -1.467
C 0.786 0.171 -1.721
C 1.730 -0.772 -1.983
N 3.024 -0.458 -2.032
H 2.889 2.800 -1.349
H 0.481 2.270 -1.236
H -0.265 -0.084 -1.698
H 1.439 -1.801 -2.160
H 3.692 -1.198 -2.240
C -3.648 -1.483 3.507
C -2.669 -0.498 3.539
C -2.226 0.078 2.360
C -2.778 -0.341 1.159
C -3.751 -1.326 1.112
C -4.185 -1.899 2.295
N -2.332 0.280 -0.088
O -1.457 1.133 -0.029
O -2.849 -0.079 -1.125
H -3.996 -1.927 4.431
H -2.252 -0.178 4.484
H -1.465 0.844 2.388
H -4.173 -1.649 0.171
H -4.946 -2.667 2.274
```

Computed properties:
E_tot   -36281.751 eV
Net charge   +1
LUMO   -5.1 eV
Multiplicity   1
E_HOMO   -12.58 eV
Gap between HOMO and LUMO   7.432 eV

Quick look at the Löwdin charges, all values in e:
1. O -0.21
2. S 0.66
3. O -0.19
4. F -0.08
5. C -0.24
6. C 0.02
7. C 0.05
8. C 0.01
9. C 0.01
10. N 0.15
11. H 0.14
12. H 0.13
13. H 0.11
14. H 0.16
15. H 0.20
16. C -0.05
17. C -0.06
18. C 0.00
19. C -0.15
20. C 0.00
21. C -0.05
22. N -0.34
23. O 0.03
24. O 0.09
25. H 0.11
26. H 0.11
27. H 0.12
28. H 0.12
29. H 0.12